# 1
Formula: C3H9N3
Source: the Open Molecules 2025 dataset
Level of theory: ωB97M-V/def2-TZVPD

For the relative energy (zero: lowest compared OMol25 entry of this formula, charge and spin), the calculation gives 120.1 kcal/mol. The total energy comes out at -7722.3647 eV. The molar mass comes out at 87.13 g mol⁻¹. The value obtained for the lowest unoccupied orbital energy is 1.0 eV. As for the multiplicity: 1. The value obtained for the HOMO energy is -0.30386 Eh.

Cartesian coordinates (Å):
C 0.852 -1.408 -0.037
C 0.332 1.549 0.631
N -1.620 -0.520 -0.491
N -1.057 -1.149 0.548
C 0.092 0.930 -0.730
N -1.001 0.402 -1.224
H -2.183 -1.131 -1.070
H -0.758 -0.455 1.219
H 0.692 1.395 -1.508
H 1.716 -0.794 -0.285
H 0.663 -2.094 -0.856
H 1.054 -1.939 0.887
H 0.367 2.635 0.504
H 1.292 1.234 1.043
H -0.442 1.346 1.369

Results of the natural (NBO) charge analysis, in e, for atoms 1 through 6: C -0.57; C -0.68; N -0.23; N -0.41; C 0.01; N -0.26



# 2
Formula: C3H9N3
Source: the Open Molecules 2025 dataset
Level of theory: ωB97M-V/def2-TZVPD

The structure (SMILES) is C=NNCCN. For the relative energy (zero: lowest compared OMol25 entry of this formula, charge and spin), the calculation gives 63.6 kcal/mol. The total energy comes out at -7724.8152 eV. The molar mass comes out at 87.13 g mol⁻¹. The value obtained for the lowest unoccupied orbital energy is 1.1 eV. As for the multiplicity: 1. The value obtained for the HOMO energy is -0.32644 Eh.

Cartesian coordinates (Å):
C 0.629 -0.269 -1.343
C 0.752 -0.906 0.027
C -0.817 1.584 1.796
H -0.924 -1.148 -2.247
H -1.395 0.180 -1.414
H 1.025 0.683 -1.166
H 1.299 -0.618 -2.144
H 1.699 -0.539 0.443
H 0.957 -2.007 -0.005
H 0.035 -0.874 1.867
H -1.707 1.076 2.219
H -0.719 2.640 1.858
N -0.659 -0.159 -1.992
N -0.189 -0.502 0.981
N 0.015 0.859 1.122

Results of the natural (NBO) charge analysis, in e, for atoms 1 through 6: C -0.24; C -0.24; C -0.11; H 0.34; H 0.36; H 0.20



# 3
Formula: C3H9N3
Source: the Open Molecules 2025 dataset
Level of theory: ωB97M-V/def2-TZVPD

For the relative energy (zero: lowest compared OMol25 entry of this formula, charge and spin), the calculation gives 114.1 kcal/mol. The total energy comes out at -7722.6273 eV. The molar mass comes out at 87.13 g mol⁻¹. The value obtained for the lowest unoccupied orbital energy is 0.4 eV. As for the multiplicity: 1. The value obtained for the HOMO energy is -0.25234 Eh.

Cartesian coordinates (Å):
C -0.240 -0.829 -1.170
C 1.745 -0.763 0.201
N 0.374 -1.155 0.086
C -1.163 -0.105 -0.245
N -0.425 1.420 0.638
N -2.409 -0.173 -0.116
H 0.382 1.074 1.167
H -0.301 2.357 0.259
H -1.175 1.553 1.318
H -2.799 0.306 0.693
H 0.288 -0.168 -1.875
H -0.753 -1.662 -1.652
H 2.071 -0.832 1.242
H 1.993 0.305 -0.077
H 2.413 -1.327 -0.471

Results of the natural (NBO) charge analysis, in e, for atoms 1 through 6: C -0.33; C -0.43; N -0.61; C 0.56; N -0.88; N -0.73



# 4
Formula: C3H9N3
Source: the Open Molecules 2025 dataset
Level of theory: ωB97M-V/def2-TZVPD

The structure (SMILES) is [H]/N=C/N.C=CN. For the relative energy (zero: lowest compared OMol25 entry of this formula, charge and spin), the calculation gives 67.4 kcal/mol. The total energy comes out at -7724.6499 eV. The molar mass comes out at 87.13 g mol⁻¹. The value obtained for the lowest unoccupied orbital energy is 1.0 eV. As for the multiplicity: 1. The value obtained for the HOMO energy is -0.29417 Eh.

Cartesian coordinates (Å):
C -0.886 2.750 -0.442
C 0.255 2.622 -1.143
N 0.432 2.605 -2.517
H -1.864 2.913 -0.757
H -0.761 3.255 0.537
H 1.186 2.276 -0.619
H -0.267 2.138 -3.128
H 1.429 2.685 -2.836
N -0.901 -2.937 1.896
C 0.405 -2.667 1.736
N 0.721 -2.351 0.427
H -1.377 -3.520 1.176
H -1.262 -3.054 2.836
H 0.839 -2.190 2.673
H 1.666 -1.949 0.565

Results of the natural (NBO) charge analysis, in e, for atoms 1 through 6: C -0.54; C 0.03; N -0.85; H 0.19; H 0.20; H 0.19



# 5
Formula: C3H9N3
Source: the Open Molecules 2025 dataset
Level of theory: ωB97M-V/def2-TZVPD

For the relative energy (zero: lowest compared OMol25 entry of this formula, charge and spin), the calculation gives 61.0 kcal/mol. The total energy comes out at -7724.9272 eV. The molar mass comes out at 87.13 g mol⁻¹. The value obtained for the lowest unoccupied orbital energy is 1.0 eV. As for the multiplicity: 1. The value obtained for the HOMO energy is -0.27840 Eh.

Cartesian coordinates (Å):
C 0.119 -0.092 -0.004
C -0.890 -0.172 -1.142
C -0.549 0.240 1.328
N 0.995 -1.242 -0.021
N 1.058 1.074 -0.313
N 0.815 2.241 -0.397
H 0.471 -2.102 -0.111
H 1.543 -1.300 0.830
H 1.962 0.929 -0.868
H -0.945 1.254 1.280
H -1.625 -0.951 -0.944
H -0.380 -0.394 -2.079
H -1.402 0.782 -1.240
H 0.178 0.199 2.139
H -1.349 -0.466 1.544

Results of the natural (NBO) charge analysis, in e, for atoms 1 through 6: C 0.22; C -0.63; C -0.64; N -0.84; N -0.25; N -0.27



# 6
Formula: C3H9N3
Source: the Open Molecules 2025 dataset
Level of theory: ωB97M-V/def2-TZVPD

The structure (SMILES) is [H]/N=C/N.C=NC. For the relative energy (zero: lowest compared OMol25 entry of this formula, charge and spin), the calculation gives 62.6 kcal/mol. The total energy comes out at -7724.8607 eV. The molar mass comes out at 87.13 g mol⁻¹. The value obtained for the lowest unoccupied orbital energy is 0.9 eV. As for the multiplicity: 1. The value obtained for the HOMO energy is -0.32944 Eh.

Cartesian coordinates (Å):
C -0.267 -1.831 -1.209
C -0.524 -1.629 1.076
N 0.112 -2.159 0.129
H 0.104 -2.704 -1.835
H -1.290 -1.565 -1.250
H 0.297 -0.939 -1.570
H -0.096 -1.676 2.082
H -1.513 -1.264 0.805
N -0.423 2.262 0.696
C 0.723 1.623 0.202
N 1.266 2.099 -0.862
H -0.746 2.233 1.713
H -1.139 2.680 0.171
H 1.203 0.868 0.722
H 2.294 2.001 -0.871

Results of the natural (NBO) charge analysis, in e, for atoms 1 through 6: C -0.45; C -0.09; N -0.39; H 0.21; H 0.17; H 0.22



# 7
Formula: C3H9N3O
Source: the Open Molecules 2025 dataset
Level of theory: ωB97M-V/def2-TZVPD

The structure (SMILES) is N/C=C/N.NC=O. For the relative energy (zero: lowest compared OMol25 entry of this formula, charge and spin), the calculation gives 39.7 kcal/mol. The total energy comes out at -9773.8190 eV. The molar mass comes out at 103.12 g mol⁻¹. The value obtained for the lowest unoccupied orbital energy is 0.9 eV. As for the multiplicity: 1. The value obtained for the HOMO energy is -0.32502 Eh.

Cartesian coordinates (Å):
C -0.863 1.094 -1.387
C -1.178 0.081 -0.556
N -1.860 0.310 0.680
N -0.199 1.037 -2.655
H -1.278 2.115 -1.174
H -0.943 -0.977 -0.781
H -1.183 0.166 1.470
H -2.530 -0.488 0.786
H 0.158 1.965 -2.782
H -0.825 0.868 -3.436
C 1.724 -0.758 2.251
N 1.983 -1.322 1.021
O 1.101 -1.380 3.112
H 2.073 0.294 2.361
H 1.704 -2.274 0.864
H 2.116 -0.730 0.226

Results of the natural (NBO) charge analysis, in e, for atoms 1 through 6: C -0.05; C -0.07; N -0.84; N -0.84; H 0.18; H 0.17



# 8
Formula: C3H9N3O
Source: the Open Molecules 2025 dataset
Level of theory: ωB97M-V/def2-TZVPD

The structure (SMILES) is CC/[N+]([O-])=N/NC. For the relative energy (zero: lowest compared OMol25 entry of this formula, charge and spin), the calculation gives 122.3 kcal/mol. The total energy comes out at -9770.2358 eV. The molar mass comes out at 103.12 g mol⁻¹. The value obtained for the lowest unoccupied orbital energy is 1.1 eV. As for the multiplicity: 1. The value obtained for the HOMO energy is -0.28379 Eh.

Cartesian coordinates (Å):
C 0.555 0.907 -1.944
C 0.096 -1.864 2.153
C -0.552 1.614 -1.180
N -0.072 -0.095 0.462
N -0.350 -0.586 1.676
N -0.807 0.989 0.147
O -1.618 1.435 0.952
H 1.383 1.504 -1.873
H 0.643 -0.026 -1.428
H 0.224 0.760 -2.892
H 0.756 -1.587 3.129
H -0.856 -2.415 2.393
H 0.710 -2.167 1.364
H -0.306 2.567 -0.996
H -1.437 1.570 -1.668
H -1.285 -0.285 2.110

Results of the natural (NBO) charge analysis, in e, for atoms 1 through 6: C -0.63; C -0.41; C -0.22; N -0.12; N -0.44; N 0.26



# 9
Formula: C3H9N3O
Source: the Open Molecules 2025 dataset
Level of theory: ωB97M-V/def2-TZVPD

The structure (SMILES) is NCCNC(N)=O. For the relative energy (zero: lowest compared OMol25 entry of this formula, charge and spin), the calculation gives 23.2 kcal/mol. The total energy comes out at -9774.5336 eV. The molar mass comes out at 103.12 g mol⁻¹. The value obtained for the lowest unoccupied orbital energy is 0.8 eV. As for the multiplicity: 1. The value obtained for the HOMO energy is -0.34357 Eh.

Cartesian coordinates (Å):
C 1.175 -0.216 0.168
N 0.707 1.110 -0.002
C -0.418 1.777 0.604
N -1.307 0.967 1.189
O -0.643 2.995 0.507
C 0.647 -1.183 -1.015
N -0.844 -1.338 -0.630
H 1.091 -0.634 1.165
H 2.247 -0.232 0.026
H 1.398 1.754 0.053
H -1.976 1.424 1.735
H -1.359 -0.096 0.990
H 0.778 -0.859 -2.035
H 1.173 -2.120 -0.994
H -1.096 -2.348 -0.465
H -1.572 -1.003 -1.295

Results of the natural (NBO) charge analysis, in e, for atoms 1 through 6: C -0.22; N -0.66; C 0.78; N -0.87; O -0.66; C -0.22



# 10
Formula: C3H9N3O
Source: the Open Molecules 2025 dataset
Level of theory: ωB97M-V/def2-TZVPD

For the relative energy (zero: lowest compared OMol25 entry of this formula, charge and spin), the calculation gives 114.4 kcal/mol. The total energy comes out at -9770.5769 eV. The molar mass comes out at 103.12 g mol⁻¹. The value obtained for the lowest unoccupied orbital energy (alpha / beta) is -1.1 / -1.1 eV. As for the multiplicity: 1. The value obtained for the HOMO energy (alpha / beta) is -0.30092 / -0.30103 Eh.

Cartesian coordinates (Å):
C 0.447 0.997 -0.248
C 0.256 2.036 0.776
N -0.910 -0.701 0.457
C 0.521 -0.439 0.070
N -1.722 -1.623 -0.233
N 0.798 -1.252 -1.134
O 1.344 -0.547 1.089
H -0.949 -0.823 1.466
H 0.629 1.344 -1.268
H -1.215 -1.873 -1.081
H -2.591 -1.166 -0.495
H 1.530 -0.808 -1.678
H 1.196 -2.124 -0.792
H -0.566 2.701 0.489
H 0.084 1.606 1.759
H 1.149 2.671 0.821

Results of the natural (NBO) charge analysis, in e, for atoms 1 through 6: C 0.23; C -0.71; N -0.46; C 0.41; N -0.65; N -0.88